[1]
The following is a quantum chemistry calculation of an isolated ion of composition C6H10BClF3N3O4P and charge +1 at a distorted geometry, from the OMol25 dataset.

```
29
Properties=species:S:1:pos:R:3:forces:R:3
C 3.0620 -0.4493 0.6220 -0.96 -0.44 -0.46
C 3.0873 0.3027 -0.7588 0.20 0.45 0.85
Cl 3.3991 -0.7937 -2.1629 -0.24 0.41 0.54
C 1.8486 1.2330 -0.9859 1.21 -0.21 -0.47
N 0.5564 0.5691 -0.6858 0.02 1.73 0.36
N 0.4076 -0.7213 -0.9495 -0.94 -0.66 0.32
C -0.8148 -1.0459 -0.5459 0.76 0.79 -0.06
B -1.4238 -2.5392 -0.6866 -0.75 -1.65 -0.05
O -2.2492 -2.8339 -1.7522 1.95 0.72 0.23
O -1.1097 -3.5521 0.2065 -0.95 1.51 -0.13
N -1.4276 0.0899 -0.0478 0.96 0.35 1.05
P -3.0989 0.2881 0.6134 -3.49 1.20 0.22
O -3.6421 -1.1687 1.1735 1.79 0.96 0.19
O -2.8303 1.1850 2.0040 1.20 -2.05 -1.48
C -0.5390 1.1362 -0.1541 0.53 -1.94 -0.31
C -0.7450 2.6119 0.2375 0.05 1.00 -0.50
F -1.9580 3.0026 -0.1817 0.41 -0.47 0.62
F -0.5866 2.8205 1.5491 -0.33 -0.44 -0.51
F 0.1374 3.4199 -0.3797 -0.20 -0.78 0.08
H 3.8054 -0.0700 1.3447 -0.18 -0.30 -0.61
H 2.0642 -0.3597 1.1178 0.68 0.05 -0.35
H 3.1719 -1.5336 0.4078 0.25 0.73 0.43
H 3.9674 0.9810 -0.7138 -0.70 -0.35 -0.38
H 1.9980 2.1007 -0.3127 -0.45 -0.55 -0.48
H 1.8057 1.5481 -2.0502 0.08 -0.02 0.75
H -1.8257 -2.4186 -2.5291 -0.94 -0.04 -0.08
H -1.5192 -3.3767 1.0699 0.57 -0.34 0.00
H -3.5219 -1.2384 2.1420 -0.13 -0.24 -0.30
H -2.0189 0.8125 2.4085 -0.40 0.58 0.54
```
Positions in Å, forces in eV/Å.

Summary:
* energy: -49680.955 eV
* total charge: +1
* SMILES: C[C@@H](Cl)Cn1nc(B(O)O)[n+](P(O)O)c1C(F)(F)F

For reference, the Löwdin charges in units of e are:
1 C -0.0996
2 C -0.6816
3 Cl 0.6043
4 C -0.1098
5 N -0.0377
6 N 0.2023
7 C -0.0854
8 B -0.5547
9 O 0.1939
10 O 0.1783
11 N -0.0523
12 P 0.9669
13 O -0.2287
14 O -0.2328
15 C -0.0542
16 C -0.5354
17 F 0.1640
18 F 0.1772
19 F 0.1648
20 H 0.0864
21 H 0.0654
22 H 0.0753
23 H 0.1060
24 H 0.1391
25 H 0.1425
26 H 0.1290
27 H 0.1158
28 H 0.0864
29 H 0.0744

---

[2]
The following is a quantum chemistry calculation of C33H27Cl2N4O2W as an isolated structure, from the OMol25 dataset.

```
69
Properties=species:S:1:pos:R:3:forces:R:3
W 0.1328 -1.2624 0.5225 0.04 -0.19 0.25
C 2.6198 -0.5151 -2.5711 0.00 -0.01 -0.01
C 1.3159 0.2103 -2.7296 -0.02 0.01 -0.01
C 1.2373 1.5156 -3.0761 0.02 -0.02 0.02
C -0.0419 2.2412 -3.1768 -0.01 -0.01 -0.04
C -1.2460 1.3945 -3.1120 -0.01 -0.01 -0.03
C -1.1970 0.0850 -2.7649 0.00 0.02 0.00
C -2.4194 -0.7836 -2.6833 0.00 0.02 -0.02
C 0.0818 -0.3966 -2.3597 0.03 -0.01 0.05
N 0.1560 -1.4999 -1.4819 0.03 -0.02 -0.08
C 0.2226 -2.7794 -2.1256 -0.06 -0.02 0.00
O 0.1627 -2.9066 -3.3107 0.02 0.01 0.00
C 0.4067 -3.8680 -1.1248 0.02 0.00 0.01
C 0.6291 -5.2002 -1.4184 0.00 0.00 0.00
C 0.9432 -6.0551 -0.3649 0.00 0.00 0.00
C 1.0869 -5.5454 0.9234 0.00 0.00 0.00
C 0.8478 -4.1991 1.1198 0.00 -0.03 -0.01
N 0.4625 -3.4019 0.1191 0.06 -0.02 -0.04
C 1.0917 -3.4327 2.3851 0.01 0.00 0.01
O 1.4009 -3.8549 3.4485 0.00 0.01 0.00
N 0.9074 -2.0503 2.0733 -0.02 0.05 -0.11
C 0.8063 -0.9005 2.8906 -0.02 -0.02 0.06
C 1.7500 0.1416 2.6877 0.00 0.01 0.00
C 2.9633 0.0044 1.8119 0.00 0.00 0.01
C 1.5674 1.3236 3.3998 0.01 0.00 -0.02
C 0.5380 1.4431 4.3107 -0.01 -0.01 0.01
C -0.3380 0.3802 4.5626 0.01 0.01 0.02
C -0.2154 -0.8135 3.8879 0.01 0.00 -0.02
C -1.0468 -2.0006 4.2733 0.00 0.01 0.00
H 3.4330 0.0770 -2.9849 0.00 0.00 0.00
H 2.5998 -1.4702 -3.0965 0.00 0.00 0.00
H 2.8468 -0.7055 -1.5195 0.00 0.01 0.00
H 2.1472 2.0832 -3.2483 0.00 0.00 0.01
H -0.0401 2.6995 -4.1820 0.00 -0.01 0.00
H -2.2041 1.8625 -3.3199 0.00 0.00 0.00
H -3.1992 -0.3794 -3.3260 -0.01 0.01 0.02
H -2.8122 -0.8196 -1.6676 0.00 -0.03 0.01
H -2.2089 -1.7973 -3.0187 0.01 0.00 -0.01
H 0.5751 -5.5446 -2.4426 0.00 0.00 0.00
H 1.1162 -7.1063 -0.5538 0.00 0.00 0.00
H 1.3942 -6.1649 1.7560 0.00 0.00 0.00
H 2.9927 -0.9190 1.2324 0.00 0.00 0.00
H 3.8539 0.0030 2.4444 0.00 0.00 0.00
H 3.0510 0.8558 1.1361 0.00 0.00 0.00
H 2.2689 2.1365 3.2620 0.00 0.00 0.00
H 0.4271 2.3605 4.8751 0.00 0.00 0.00
H -1.0928 0.4820 5.3326 0.00 0.00 0.00
H -1.9526 -1.6896 4.7909 0.00 0.00 0.00
H -0.4744 -2.6293 4.9594 -0.01 0.00 0.01
H -1.3264 -2.6319 3.4305 0.01 -0.01 -0.01
N -2.4902 7.7021 -2.7884 -0.01 -0.01 0.00
C -1.9739 6.7561 -2.3948 0.02 0.01 0.01
C -1.3324 5.5763 -1.8874 -0.02 0.02 0.04
C -1.2138 5.3978 -0.4625 -0.01 0.01 -0.05
C -0.7106 4.2550 0.0893 0.01 -0.07 -0.02
C -0.2908 3.1816 -0.7277 -0.10 0.13 0.11
C -0.0931 3.4611 -2.1934 0.04 0.07 0.05
C -0.8350 4.6401 -2.7180 0.01 -0.03 -0.01
C -0.0438 1.9427 -0.1868 0.21 -0.14 -0.14
C 0.0327 0.7716 0.2104 -0.23 0.21 0.00
H -1.5806 6.1880 0.1822 0.00 0.00 0.00
H -0.7187 4.1203 1.1619 0.00 0.01 0.00
H 0.9468 3.8571 -2.1731 -0.01 -0.02 -0.01
H -0.8678 4.7872 -3.7914 -0.01 0.00 0.00
Cl -2.1546 -1.5272 1.0353 -0.04 0.07 -0.04
C -3.0722 -0.0488 1.6923 -0.02 -0.01 -0.02
Cl -3.4115 1.0956 0.4400 0.00 -0.02 0.02
H -2.4268 0.3642 2.4605 0.03 -0.01 -0.01
H -3.9845 -0.4968 2.0756 0.00 0.04 0.03
```
Positions in Å, forces in eV/Å.

Summary:
* energy: -71555.143 eV
* total charge: +3
* energy relative to the best compared isomer or geometry (same formula, charge and spin): 0.3108 eV

For reference, the Löwdin charges in units of e are:
1 W 1.4085
2 C 0.0169
3 C -0.1702
4 C 0.0977
5 C -0.2045
6 C 0.1035
7 C -0.1641
8 C 0.0049
9 C -0.1352
10 N -0.0804
11 C -0.3887
12 O 0.1925
13 C -0.1519
14 C 0.0813
15 C 0.0482
16 C 0.0832
17 C -0.1404
18 N 0.0104
19 C -0.3673
20 O 0.2214
21 N -0.1160
22 C -0.2593
23 C -0.2211
24 C -0.0256
25 C -0.0156
26 C 0.0073
27 C -0.0066
28 C -0.2063
29 C -0.0206
30 H 0.1063
31 H 0.1025
32 H 0.0799
33 H 0.1606
34 H 0.1963
35 H 0.1625
36 H 0.1105
37 H 0.0365
38 H 0.0941
39 H 0.1497
40 H 0.1433
41 H 0.1516
42 H 0.0649
43 H 0.1164
44 H 0.0912
45 H 0.1354
46 H 0.1320
47 H 0.1361
48 H 0.1016
49 H 0.1120
50 H 0.0527
51 N 0.2404
52 C -0.1429
53 C -0.1736
54 C 0.0961
55 C 0.0224
56 C -0.1187
57 C -0.1551
58 C 0.0806
59 C -0.0592
60 C -0.1121
61 H 0.1533
62 H 0.1385
63 H 0.2109
64 H 0.1560
65 Cl 0.6677
66 C -0.8087
67 Cl 0.6707
68 H 0.0341
69 H 0.0614